Entry from the Open Molecules 2025 dataset: C42H46EuN5O2PSe2 as an isolated structure at a distorted geometry (ωB97M-V/def2-TZVPD).

Each line ends with the Mulliken charge.
Positions of all 99 atoms, in Å:
Eu  10.48996  12.56398  14.01609  0.470
C  5.01412  14.75064  17.10910  -1.655
C  6.36743  14.20329  16.83967  0.372
C  7.47160  14.98797  17.05187  -1.547
C  8.77064  14.58878  16.67377  0.393
C  9.86558  15.66348  16.76877  -0.608
N  10.79954  15.59815  17.86517  -0.057
C  11.61704  14.48198  18.27275  -0.564
C  13.10345  14.59242  17.93305  -0.146
C  13.83056  13.27170  18.10226  -0.994
N  13.64089  12.37056  16.99396  0.450
C  14.48919  11.46484  16.63130  -0.296
C  14.47983  10.65258  15.46006  0.120
C  15.42770  9.60066  15.35586  -0.524
C  15.29644  8.61020  14.37283  0.275
C  16.21044  7.46890  14.29800  -1.610
C  14.16425  8.69565  13.56805  -0.790
C  13.27114  9.79089  13.56471  0.945
C  12.13395  9.75139  12.63685  -0.751
N  11.06980  10.44877  12.75620  0.446
C  10.00104  10.07628  11.90596  0.489
C  8.95654  9.20716  12.72264  -0.865
C  8.97646  9.34541  14.25327  -1.212
N  8.92854  10.73469  14.71212  0.411
C  8.00829  11.07616  15.47909  -0.231
C  7.86995  12.40622  16.09807  0.558
C  6.60568  12.90046  16.36433  -0.888
C  8.97127  13.27087  16.31492  1.160
O  10.19941  12.86713  16.19401  -1.043
C  13.36786  10.77000  14.53612  0.091
O  12.52617  11.77621  14.59226  -0.069
H  5.01284  15.80573  17.43843  0.350
H  4.41296  14.15687  17.82592  0.338
H  4.43348  14.87145  16.22219  0.372
H  7.35808  15.95767  17.55008  0.305
H  9.26411  16.56699  16.97887  0.798
H  10.72036  16.35267  18.48922  0.335
H  11.24766  13.60592  17.68942  0.103
H  11.52163  14.31199  19.35612  0.396
H  13.73640  15.17401  18.59092  0.408
H  13.33910  14.91175  16.87965  -0.153
H  13.42208  12.76647  18.97534  0.298
H  14.90611  13.43564  18.28901  0.605
H  12.91914  12.42156  16.29755  -0.300
H  15.28013  11.35912  17.34445  0.495
H  16.25116  9.67015  16.08616  0.317
H  16.94786  7.60837  15.05914  0.378
H  16.76882  7.46244  13.32805  0.339
H  15.57748  6.51651  14.64549  0.311
H  13.88641  7.82644  12.95875  0.420
H  12.14768  8.92201  11.93174  0.335
H  10.34253  9.46815  11.05185  0.810
H  9.43109  10.99040  11.61150  -1.426
H  9.22896  8.16546  12.54602  0.394
H  7.97639  9.32456  12.32378  0.412
H  9.88650  8.93962  14.69591  0.363
H  8.13240  8.84589  14.69991  0.581
H  7.17366  10.38847  15.56352  0.380
H  5.71029  12.32312  16.29161  0.533
Se  7.79553  12.80704  12.71342  -0.260
P  8.81014  13.87582  11.10510  0.486
Se  10.98128  13.87446  11.44362  -0.406
C  8.16399  15.54603  10.96601  0.994
C  6.79696  15.67463  10.99512  -0.721
C  6.33953  16.99195  10.97476  -0.792
C  7.18074  18.08117  10.76244  -0.409
C  8.51026  17.92475  10.63068  -0.605
C  8.99595  16.63531  10.81759  -0.445
C  8.61887  13.05248  9.50501  0.787
C  9.23505  13.63337  8.33051  -0.680
C  9.15752  13.00552  7.11810  -0.466
C  8.53114  11.76752  6.98649  -0.634
C  8.08673  11.13699  8.13780  -0.615
C  8.05043  11.80001  9.37685  -0.139
H  6.08545  14.89486  11.11175  0.521
H  5.34051  17.28332  11.17954  0.430
H  6.78505  19.09337  10.80799  0.368
H  9.21522  18.75103  10.49396  0.396
H  10.10565  16.45268  10.71099  0.201
H  9.54442  14.67733  8.35311  0.280
H  9.54525  13.49044  6.22163  0.395
H  8.45194  11.27550  6.02712  0.400
H  7.71392  10.10165  8.13446  0.361
H  7.44444  11.40023  10.23449  0.362
C  9.32404  16.44030  14.32207  -1.431
C  10.45256  16.05563  15.33729  1.074
C  11.44996  17.19732  15.36508  -1.393
C  12.61090  16.80373  14.82477  -1.055
C  12.43559  15.39955  14.43376  0.191
C  13.48170  14.62323  13.69504  -1.103
N  11.28991  14.97255  14.74062  1.451
H  8.80227  17.33675  14.62839  0.540
H  8.66878  15.50992  14.13767  -0.043
H  9.77888  16.77746  13.35944  0.369
H  11.15899  18.14244  15.71069  0.736
H  13.50649  17.39516  14.68274  0.539
H  14.38888  14.53041  14.30752  0.364
H  13.75846  15.07404  12.72250  0.370
H  13.11971  13.60368  13.48557  -0.249

Atoms 1-6, force components in eV/Å:
Eu -0.02 0.27 0.22
C -0.91 0.50 0.92
C 0.53 -0.74 -0.02
C 1.25 0.51 -0.25
C -1.06 1.25 1.09
C -0.55 0.54 -0.54

Computed properties:
<S²> = 12.01
spin multiplicity = 7
gap between HOMO and LUMO (alpha / beta) = 6.48 / 6.49 eV
strongest force on any atom = 2.763 eV Å⁻¹
LUMO (alpha / beta) = -3.284 / -3.278 eV
E_HOMO (alpha / beta) = -9.7615 / -9.7699 eV
charge = +1
calculated total energy = -215153.9857 eV